{"formula": "C34H30ClN2O7P2Ti", "method": "ωB97M-V/def2-TZVPD", "e_homo_ev": [-6.312, -8.026], "orbital_gap_ev": [6.136, 7.559], "relative_energy_ev": 1.004, "multiplicity": 2, "lumo_energy_ev": [-0.2, -0.5], "symbols": ["Ti", "O", "C", "O", "C", "C", "C", "C", "C", "N", "C", "O", "O", "H", "H", "H", "H", "C", "C", "P", "C", "C", "C", "C", "C", "C", "C", "C", "C", "C", "C", "C", "P", "C", "C", "C", "C", "C", "C", "C", "C", "C", "C", "C", "C", "H", "H", "H", "H", "H", "H", "H", "H", "H", "H", "H", "H", "H", "H", "H", "H", "H", "H", "H", "H", "H", "H", "H", "H", "Cl", "C", "H", "H", "O", "N", "O", "O"], "coordinates": [[-1.45, 0.32, -1.80], [-3.76, 0.35, -5.20], [-3.15, 0.66, -4.06], [-2.07, 0.05, -3.71], [-3.68, 1.62, -3.19], [-4.90, 2.33, -3.25], [-5.26, 3.12, -2.19], [-4.43, 3.20, -1.04], [-3.27, 2.48, -1.03], [-2.89, 1.74, -2.08], [-2.31, 2.30, 0.11], [-2.36, 2.90, 1.15], [-1.42, 1.36, -0.18], [-3.29, -0.39, -5.60], [-5.53, 2.22, -4.13], [-6.19, 3.66, -2.22], [-4.71, 3.79, -0.18], [0.07, -0.27, 2.02], [0.97, 0.97, 1.83], [2.22, 0.70, 0.49], [3.58, 0.00, 1.52], [3.78, -1.38, 1.47], [4.70, -2.00, 2.31], [5.44, -1.24, 3.20], [5.27, 0.14, 3.24], [4.34, 0.75, 2.41], [2.82, 2.40, 0.15], [4.10, 2.54, -0.39], [4.58, 3.79, -0.78], [3.77, 4.91, -0.65], [2.49, 4.78, -0.14], [2.01, 3.53, 0.26], [-0.49, -1.07, 0.42], [0.56, -2.58, 0.34], [1.29, -2.84, -0.81], [2.12, -3.96, -0.89], [2.22, -4.82, 0.19], [1.50, -4.57, 1.35], [0.67, -3.45, 1.42], [-2.07, -1.80, 1.06], [-2.46, -3.11, 0.78], [-3.71, -3.58, 1.16], [-4.60, -2.74, 1.81], [-4.23, -1.43, 2.09], [-2.98, -0.97, 1.72], [-0.82, 0.01, 2.57], [0.61, -1.04, 2.57], [1.48, 1.22, 2.76], [0.32, 1.80, 1.54], [3.21, -1.98, 0.76], [4.84, -3.08, 2.26], [6.16, -1.72, 3.86], [5.85, 0.74, 3.93], [4.21, 1.83, 2.46], [4.74, 1.67, -0.49], [5.57, 3.88, -1.19], [4.13, 5.89, -0.95], [1.85, 5.65, -0.04], [1.00, 3.45, 0.65], [1.22, -2.17, -1.66], [2.69, -4.15, -1.79], [2.87, -5.69, 0.14], [1.57, -5.24, 2.19], [0.10, -3.27, 2.33], [-1.79, -3.77, 0.25], [-3.99, -4.60, 0.94], [-5.58, -3.10, 2.09], [-4.92, -0.76, 2.58], [-2.72, 0.07, 1.93], [0.81, 0.24, -2.74], [-0.13, 1.75, -2.58], [-0.25, 2.18, -3.57], [0.41, 2.42, -1.91], [-3.18, -0.65, -1.41], [-2.71, -1.71, -1.99], [-3.41, -2.58, -2.42], [-1.43, -1.71, -2.10]], "lowdin_charge": [0.83, 0.14, -0.43, -0.11, -0.17, 0.01, -0.05, 0.01, -0.17, 0.02, -0.51, 0.11, -0.24, 0.13, 0.12, 0.11, 0.12, -0.33, -0.37, 1.05, -0.37, -0.09, -0.08, -0.09, -0.08, -0.10, -0.38, -0.11, -0.09, -0.09, -0.08, -0.10, 1.06, -0.38, -0.11, -0.08, -0.09, -0.08, -0.10, -0.34, -0.10, -0.07, -0.08, -0.07, -0.10, 0.07, 0.08, 0.09, 0.04, 0.07, 0.10, 0.10, 0.10, 0.11, 0.11, 0.10, 0.10, 0.10, 0.09, 0.06, 0.11, 0.10, 0.11, 0.11, 0.11, 0.11, 0.10, 0.11, 0.10, 0.64, -0.50, 0.03, 0.01, -0.06, -0.48, 0.16, -0.16]}

{"formula": "C5H10O5Sm", "method": "ωB97M-V/def2-TZVPD", "e_homo_ev": [-9.395, -12.159], "orbital_gap_ev": [3.926, 6.799], "multiplicity": 8, "lumo_energy_ev": [-5.5, -5.4], "charge": 1, "symbols": ["C", "C", "O", "C", "O", "O", "O", "Sm", "H", "H", "H", "H", "H", "C", "C", "O", "H", "H", "H", "H", "H"], "coordinates": [[-1.22, -0.49, 0.89], [-2.24, -1.43, 0.42], [-2.47, -1.27, -1.03], [-3.34, -2.07, -1.59], [-3.94, -2.98, -0.94], [-3.64, -1.89, -2.81], [0.07, -0.84, 0.70], [-5.33, -3.78, -3.05], [-1.45, 0.50, 1.27], [-3.19, -1.26, 0.93], [-1.92, -2.47, 0.57], [0.68, -0.15, 1.06], [2.43, 1.30, -0.98], [2.94, 2.20, -0.59], [3.46, 1.97, 0.81], [2.36, 1.61, 1.65], [3.78, 2.44, -1.26], [2.22, 3.03, -0.61], [3.93, 2.88, 1.20], [4.21, 1.17, 0.82], [2.66, 1.52, 2.56]], "lowdin_charge": [-0.15, -0.13, 0.06, -0.81, -0.14, -0.16, 0.03, 1.78, 0.12, 0.13, 0.14, 0.10, 0.08, -0.09, -0.32, -0.10, 0.08, 0.08, 0.11, 0.11, 0.09]}

{"formula": "C6H26BaO8", "method": "ωB97M-V/def2-TZVPD", "e_homo_ev": -7.797, "orbital_gap_ev": 7.956, "relative_energy_ev": 1.320, "lumo_energy_ev": 0.2, "symbols": ["Ba", "O", "H", "O", "H", "C", "O", "H", "H", "H", "H", "C", "O", "H", "H", "H", "H", "C", "O", "H", "H", "H", "H", "C", "O", "H", "H", "H", "H", "C", "O", "H", "H", "H", "H", "C", "O", "H", "H", "H", "H"], "coordinates": [[0.46, -0.11, 0.40], [2.06, -1.54, 1.84], [1.78, -2.36, 1.39], [-0.76, 2.22, 0.29], [-1.21, 2.94, 0.77], [2.70, 2.96, 1.58], [2.59, 1.55, 1.21], [1.79, 3.49, 1.86], [3.26, 3.04, 2.51], [3.30, 3.62, 0.95], [3.27, 1.05, 1.65], [0.24, -2.22, -2.81], [0.13, -2.39, -1.34], [-0.30, -1.36, -3.20], [1.27, -2.01, -3.09], [-0.14, -3.16, -3.21], [0.60, -3.20, -1.14], [-2.18, 1.39, -2.82], [-1.83, 0.88, -1.64], [-1.35, 1.87, -3.34], [-2.52, 0.62, -3.51], [-3.00, 2.11, -2.77], [-1.48, 1.57, -1.07], [-1.37, -0.02, 4.21], [-0.48, -0.51, 3.17], [-1.34, 1.06, 4.17], [-2.37, -0.44, 4.14], [-1.03, -0.32, 5.20], [0.01, -1.22, 3.60], [-2.66, -2.59, 1.55], [-2.03, -1.72, 0.58], [-2.02, -2.93, 2.37], [-3.56, -2.22, 2.04], [-2.97, -3.54, 1.11], [-2.67, -1.52, -0.10], [2.14, 1.08, -2.94], [2.24, 0.36, -1.80], [2.24, 0.37, -3.76], [1.16, 1.55, -3.01], [2.94, 1.78, -3.18], [3.07, -0.12, -1.88]], "lowdin_charge": [1.98, -0.68, -0.15, -0.62, -0.07, -0.12, -0.25, 0.08, 0.07, 0.08, 0.07, -0.09, -0.25, 0.08, 0.07, 0.08, 0.08, -0.24, -0.18, 0.07, 0.08, 0.08, -0.04, -0.11, -0.23, 0.08, 0.07, 0.08, 0.06, -0.13, -0.21, 0.08, 0.08, 0.07, 0.08, -0.19, -0.21, 0.08, 0.09, 0.09, 0.10]}